{
  "formula": "C3H42NO16S",
  "method": "ωB97M-V/def2-TZVPD",
  "s2": 0.751,
  "gap_ev": [2.38, 9.17],
  "spin_multiplicity": 2,
  "e_homo_ev": [-2.3, -9.2],
  "symbols": ["S", "O", "O", "O", "O", "O", "O", "O", "O", "O", "O", "O", "O", "O", "O", "O", "O", "N", "C", "C", "C", "H", "H", "H", "H", "H", "H", "H", "H", "H", "H", "H", "H", "H", "H", "H", "H", "H", "H", "H", "H", "H", "H", "H", "H", "H", "H", "H", "H", "H", "H", "H", "H", "H", "H", "H", "H", "H", "H", "H", "H", "H", "H"],
  "positions_angstrom": [[-1.31160, -0.10757, 4.53955], [2.83465, -3.37697, -2.19895], [-2.82173, -3.04905, 0.38600], [3.43830, -0.91162, 0.05906], [3.84061, 0.78264, -1.92562], [0.62542, 4.28754, 1.00197], [-2.02596, -1.77779, -2.93246], [-0.14960, 4.07856, -3.29442], [0.16695, -3.52759, -1.21247], [-1.59692, 0.24262, -0.72747], [-0.59108, 0.89602, -3.04504], [2.06166, 1.75272, 3.24418], [-2.59790, 2.80170, 0.62147], [-1.48761, 2.26440, 2.91133], [0.54003, -1.59754, -3.14705], [-4.52299, 1.18739, -1.34458], [1.20315, 1.90518, -0.27035], [-0.02958, -0.18911, 1.71010], [0.06413, -1.21034, 4.08247], [1.05301, -2.43311, 2.20344], [-0.19471, -1.52434, 2.47123], [0.52399, -3.25197, -2.05725], [3.59770, 0.21447, -1.21475], [3.60387, -1.87220, -0.15643], [0.79026, 3.75071, 0.36453], [0.62517, 1.31251, -0.72075], [1.76701, -2.44655, 3.03413], [1.18857, -0.90956, -2.83670], [-1.05725, -1.84578, -2.90214], [2.13753, 1.87910, -0.58127], [2.31766, 2.27862, 4.02069], [0.59938, 5.22225, 0.73264], [-0.06738, -0.93545, -3.63660], [-0.44550, 0.94298, -3.94009], [-0.10211, 3.26681, -2.76886], [0.69148, 4.50608, -3.16248], [2.61126, -4.22012, -2.57736], [1.03973, -0.09240, 1.49105], [-1.22273, -2.05713, 2.25540], [-2.49509, 2.32195, 3.06165], [-3.22139, -3.53735, -0.33780], [-3.19211, 2.91378, -0.21021], [-1.96526, -0.42477, -1.54571], [-0.34782, -0.37361, 0.69599], [4.10949, -0.73976, 0.71914], [-5.01927, 1.86425, -1.81708], [1.16338, -0.73975, 4.06563], [-1.51362, 1.03797, -2.77632], [0.10677, -2.15219, 4.61752], [-2.38563, -2.65468, -2.68816], [-2.01113, -0.22693, 3.37176], [-1.38263, 2.87251, 2.20596], [-2.12655, 3.69557, 0.75254], [0.83337, -3.36862, -0.56714], [1.36349, -2.37129, 1.24273], [-4.89956, 0.44210, -0.96644], [0.90352, -3.61253, 2.35702], [-0.55644, 0.60615, 1.85846], [-1.97488, -2.89164, 0.09250], [-1.90163, 1.14848, -1.05166], [1.16420, 2.21063, 3.12099], [4.75305, 0.69637, -1.97283], [3.49886, -2.95274, -2.70471]],
  "atomic_forces_ev_per_a": [[0.05, -0.41, 0.53], [-0.88, 0.11, 1.62], [-2.99, -0.50, 1.09], [-0.14, -1.80, -0.08], [-2.29, 1.45, -1.15], [-2.18, 6.28, 7.23], [-1.08, -0.33, 0.32], [-0.50, -0.30, 0.07], [-1.62, -0.75, -0.03], [-1.82, -1.12, -3.22], [0.11, -0.01, 3.54], [-2.14, 1.50, 0.43], [-0.57, 2.24, -1.90], [-2.21, -0.44, 1.49], [0.06, 2.63, -1.47], [2.83, 2.83, -1.14], [1.33, 1.29, 1.16], [3.40, -5.10, -3.94], [0.59, 1.13, -3.26], [-2.28, -3.39, 2.91], [0.67, -0.96, 2.80], [0.35, 0.45, -0.14], [-0.46, -1.07, 1.07], [-0.45, 1.10, -0.04], [1.79, -5.44, -6.91], [-0.34, -0.94, -1.24], [0.51, 1.31, -0.75], [-0.39, -1.10, 0.17], [-0.18, -0.55, 0.57], [-1.07, -0.48, -0.19], [0.52, -0.45, -0.16], [0.14, -0.92, -0.17], [1.37, -1.39, 0.74], [-0.13, 0.79, -3.57], [0.06, 0.02, -0.12], [0.47, 0.19, 0.07], [0.12, -0.50, -0.46], [-2.10, 0.81, 1.03], [2.05, 1.46, 0.36], [2.35, -0.29, -0.35], [-0.16, -0.11, 0.05], [1.44, -0.23, 2.07], [1.38, 1.93, 3.02], [0.04, 0.06, 0.98], [0.37, 0.36, 0.54], [-0.79, -0.99, 0.34], [-2.69, -0.50, 0.42], [0.23, -0.04, -0.99], [-0.25, -0.05, 0.09], [0.42, 0.70, -0.19], [0.37, 0.00, 0.72], [0.45, 0.88, -1.05], [-1.13, -1.73, -0.82], [1.01, 0.19, 0.48], [1.75, 0.51, -2.72], [-1.95, -1.66, 0.70], [-0.95, 2.28, -0.70], [-1.32, 2.69, 1.79], [3.29, 0.58, -1.19], [0.33, -1.44, 1.22], [1.52, -1.11, -0.31], [2.72, -0.09, -0.30], [0.97, 0.42, -1.07]]
}


{
  "formula": "C3H4AgO3",
  "method": "ωB97M-V/def2-TZVPD",
  "relative_energy_ev": 5.108,
  "gap_ev": [5.30, 5.37],
  "charge": -1,
  "e_homo_ev": [-1.4, -1.4],
  "symbols": ["Ag", "O", "O", "O", "C", "C", "C", "H", "H", "H", "H"],
  "positions_angstrom": [[1.17920, -0.51000, 1.30671], [3.02368, -0.22700, -0.30080], [-0.53600, -1.39724, 0.10375], [-0.62782, 1.17210, 1.00050], [3.39860, 0.70492, 0.58517], [-1.43452, 0.82653, 0.14477], [-1.58656, -0.61749, -0.24085], [-1.81596, -0.57761, -1.33969], [-2.20838, 1.53821, -0.21986], [3.17830, 0.00270, -1.25199], [-2.57056, -0.91512, 0.21228]],
  "atomic_forces_ev_per_a": [[0.48, 0.29, 0.07], [0.09, 0.28, -0.72], [-0.49, -0.03, -0.02], [-0.94, 0.55, -1.27], [-1.11, -0.88, 0.31], [0.16, -0.15, 2.05], [0.92, -0.22, -0.42], [0.08, -0.18, 0.05], [0.21, 0.09, -0.16], [0.56, 0.08, 0.08], [0.04, 0.17, 0.03]]
}